A single C2H4N2O2 molecule, computed with ωB97M-V with the def2-TZVPD basis set.

As for the multiplicity: 1. For the LUMO energy, the calculation gives 0.84 eV. The HOMO-LUMO gap is 9.971 eV.

```
10
Properties=species:S:1:pos:R:3:forces:R:3
N 2.16980 -0.71532 0.20406 -0.007 0.193 -0.199
C 1.32079 0.05844 -0.45809 0.142 -0.373 0.437
O 0.13156 -0.06108 0.21224 0.215 0.152 -0.186
C -0.88010 0.78596 -0.21194 -0.247 0.402 -0.140
O -0.71989 1.88001 -0.67765 -0.017 -0.549 0.229
N -2.07424 0.19609 0.07144 -0.040 -0.007 -0.109
H 3.11533 -0.78077 -0.13568 -0.127 0.011 0.026
H 1.93650 -1.21336 1.05997 -0.044 0.067 -0.119
H -2.89637 0.64773 -0.29436 0.109 -0.033 0.059
H -2.10338 -0.79770 0.23002 0.016 0.136 0.001
```
Positions in Å, forces in eV/Å.

Löwdin atomic charge list, values in e, 5 entries: 0.08, -0.11, -0.04, -0.62, 0.10